[1]
2 unconnected molecules or ions with the total composition C10H16 at a distorted geometry, computed with ωB97M-V with the def2-TZVPD basis set.

Last column: natural (NBO) charge in e.
Atoms and positions in Å:
C1 -1.12719 -3.46381 -1.50029  -0.613
C2 -1.36034 -2.28395 -0.55442  -0.427
C3 -0.13436 -1.41354 -0.40546  0.011
C4 0.64648 -1.58806 0.72614  -0.234
C5 1.72784 -0.76570 1.00028  -0.182
C6 1.98257 0.31654 0.16089  -0.238
C7 1.28007 0.38812 -1.01643  -0.196
C8 0.21313 -0.45459 -1.34327  -0.234
H1 -1.38386 -3.31366 -2.55218  0.210
H2 -1.58503 -4.37506 -1.13263  0.211
H3 -0.06878 -3.73749 -1.57032  0.210
H4 -2.14693 -1.64015 -0.94169  0.211
H5 -1.72115 -2.64315 0.40393  0.211
H6 0.42132 -2.38811 1.40950  0.209
H7 2.33560 -0.90690 1.88532  0.211
H8 2.63810 1.15063 0.34093  0.217
H9 1.53934 1.12241 -1.77807  0.207
H10 -0.20795 -0.36368 -2.32685  0.215
C9 -1.03253 3.29811 1.56317  -0.618
C10 0.26249 3.32914 0.77559  -0.622
H11 -1.69918 2.52739 1.18289  0.207
H12 -0.86231 3.00092 2.59695  0.207
H13 -1.60865 4.22533 1.56500  0.208
H14 0.19039 2.64121 -0.07177  0.212
H15 1.15779 3.06231 1.28520  0.205
H16 0.54315 4.27571 0.29759  0.203

* SMILES: CCc1ccccc1.CC
* E_HOMO: -9.03 eV
* LUMO level: 0.0363 Ha
* frontier orbital gap: 0.368 Ha
* relative energy (zero: lowest compared OMol25 entry of this formula, charge and spin): 16.65 kcal per mole

***

[2]
2 unconnected molecules or ions with the total composition C10H16 at a distorted geometry, computed with ωB97M-V with the def2-TZVPD basis set.

Last column: natural (NBO) charge in e.
Atoms and positions in Å:
C1 2.33645 0.73644 2.74575  -0.612
C2 0.83582 1.11382 2.57791  -0.418
C3 0.29032 1.31266 1.19687  -0.027
C4 -0.66922 2.31066 0.95328  -0.204
C5 -1.42025 2.31047 -0.19899  -0.213
C6 -1.09258 1.36645 -1.20538  -0.212
C7 0.00957 0.55354 -1.08038  -0.214
C8 0.66081 0.49452 0.16458  -0.213
H1 2.80719 1.14870 3.63580  0.214
H2 2.85963 1.15357 1.88375  0.212
H3 2.41329 -0.33935 2.90591  0.207
H4 0.31094 0.35379 3.16483  0.214
H5 0.61012 2.03569 3.13214  0.204
H6 -0.86239 3.03811 1.73638  0.208
H7 -2.31222 2.87878 -0.40569  0.216
H8 -1.81131 1.29691 -2.01708  0.207
H9 0.38718 0.02980 -1.94830  0.216
H10 1.37255 -0.31883 0.24346  0.213
C9 -0.20422 -2.92429 -2.50522  -0.618
C10 -1.46799 -2.46760 -1.83757  -0.617
H11 -0.20334 -2.49799 -3.51246  0.205
H12 0.66811 -2.54674 -1.93407  0.196
H13 0.09588 -3.97124 -2.50442  0.213
H14 -1.80246 -3.04771 -0.97076  0.209
H15 -2.33218 -2.62859 -2.50243  0.196
H16 -1.47970 -1.39158 -1.71791  0.217

* SMILES: CCc1ccccc1.CC
* E_HOMO: -8.96 eV
* LUMO level: 0.0373 Ha
* frontier orbital gap: 0.367 Ha
* relative energy (zero: lowest compared OMol25 entry of this formula, charge and spin): 23.26 kcal per mole

***

[3]
2 unconnected molecules or ions with the total composition C10H16 at a distorted geometry, computed with ωB97M-V with the def2-TZVPD basis set.

Last column: natural (NBO) charge in e.
Atoms and positions in Å:
C1 1.02062 -1.41823 2.13741  -0.650
C2 1.49075 -0.53200 1.02818  0.007
C3 1.32891 0.97161 1.05722  -0.202
C4 1.66742 1.72829 0.04375  -0.248
C5 2.15379 1.22611 -1.11462  -0.228
C6 2.40260 -0.23142 -1.17379  -0.178
C7 2.01235 -1.08312 -0.12779  -0.268
H1 2.08957 -1.83614 2.39545  0.228
H2 0.44506 -2.27091 1.73919  0.224
H3 0.51633 -1.05813 3.06190  0.232
H4 1.02571 1.32233 2.15377  0.215
H5 1.42774 2.76551 0.21952  0.217
H6 2.42903 1.72740 -2.01853  0.217
H7 2.81543 -0.52095 -2.18024  0.214
H8 1.99239 -2.15202 -0.43362  0.219
C8 -2.46223 0.48852 0.56080  -0.602
C9 -2.94230 0.11590 -0.81357  -0.400
C10 -1.59690 -0.32304 -1.60202  -0.624
H9 -3.18606 0.98681 1.10757  0.204
H10 -1.63539 1.34413 0.48132  0.200
H11 -2.09984 -0.52146 0.93547  0.209
H12 -3.71555 -0.59040 -0.79277  0.197
H13 -3.48740 0.91627 -1.39901  0.190
H14 -1.26530 -1.37330 -1.56864  0.207
H15 -1.63512 0.02671 -2.62228  0.207
H16 -0.79159 0.29150 -1.07466  0.211

* SMILES: Cc1ccccc1.CCC
* E_HOMO: -8.54 eV
* LUMO level: 0.0368 Ha
* frontier orbital gap: 0.351 Ha
* relative energy (zero: lowest compared OMol25 entry of this formula, charge and spin): 58.26 kcal per mole

***

[4]
2 unconnected molecules or ions with the total composition C10H16 at a distorted geometry, computed with ωB97M-V with the def2-TZVPD basis set.

Last column: natural (NBO) charge in e.
Atoms and positions in Å:
C1 -2.20509 -1.25555 -3.09715  -0.609
C2 -1.17642 -2.44607 -3.02029  -0.615
H1 -2.22297 -0.52368 -2.21954  0.157
H2 -2.09056 -0.50762 -3.88744  0.214
H3 -3.20418 -1.73253 -3.11331  0.226
H4 -0.22255 -2.17198 -3.50146  0.220
H5 -1.69058 -3.40326 -3.26016  0.237
H6 -0.91722 -2.45529 -1.89899  0.179
C3 0.85514 -0.37284 2.46447  -0.508
C4 2.17247 -0.17508 3.28126  -0.628
C5 0.63896 0.40494 1.23925  0.173
C6 1.13454 1.68246 1.34890  -0.020
C7 -0.14691 0.04245 0.13256  -0.233
C8 0.70125 2.79162 0.52799  -0.235
C9 -0.61429 1.08853 -0.63763  -0.084
C10 -0.23489 2.39751 -0.36685  -0.064
H7 0.87341 -1.48526 2.27099  0.274
H8 -0.09846 -0.29222 3.11473  0.303
H9 2.96207 0.43698 2.70847  0.208
H10 2.08208 1.63029 2.11493  0.264
H11 -0.28364 -0.91780 -0.20758  0.251
H12 1.03797 3.76271 0.80867  0.266
H13 -1.30012 0.88183 -1.56079  0.267
H14 -0.87349 3.12012 -0.96875  0.251
H15 2.70229 -1.10845 3.53116  0.261
H16 2.12121 0.60818 4.19654  0.245

* 2S+1: 2
* E_HOMO (spin up / spin down): -14.18 / -14.17 eV
* LUMO level (spin up / spin down): -0.1491 / -0.3016 Ha
* frontier orbital gap (spin up / spin down): 0.372 / 0.219 Ha
* net charge: +1
* relative energy (zero: lowest compared OMol25 entry of this formula, charge and spin): 60.15 kcal per mole

***

[5]
A molecular structure, C10H16BCaCl2GaLiO11 at a distorted geometry, computed with ωB97M-V with the def2-TZVPD basis set.

Last column: Löwdin charge in e.
Atoms and positions in Å:
C1 0.32141 0.20591 3.60615  -0.066
C2 1.50455 -0.71059 3.41664  -0.486
O1 2.67064 -0.10855 3.83320  -0.237
Ga1 3.62335 0.74675 2.47533  0.413
O2 2.44281 1.83588 1.40318  -0.332
C3 3.06201 2.01073 0.15084  -0.315
C4 2.01600 2.23469 -0.99557  -0.395
C5 2.27950 1.28663 -2.15121  -0.057
O3 0.71687 1.95519 -0.53486  -0.027
H1 0.45726 1.06483 2.94859  0.083
H2 0.30564 0.56102 4.62695  0.110
H3 -0.53594 -0.37852 3.33151  -0.031
H4 1.37081 -1.66893 3.91511  0.124
H5 1.50106 -0.88715 2.32959  -0.085
H6 4.13160 -0.44681 1.44905  -0.012
H7 4.82463 1.51760 3.06464  -0.022
H8 3.64094 1.10242 -0.13519  0.060
H9 3.79884 2.81116 0.19775  0.140
H10 2.15396 3.24850 -1.35967  0.166
H11 3.33304 1.34678 -2.40943  0.109
H12 2.10108 0.27131 -1.73783  0.000
H13 1.64311 1.48935 -3.01018  0.085
H14 0.23126 2.76065 -0.30728  0.140
C6 -2.28550 -1.68793 1.80323  -0.967
Cl1 -1.07771 -2.70373 2.65257  0.570
Cl2 -3.08641 -0.58719 2.93626  0.586
H15 -1.74984 -1.08902 1.07330  0.006
H16 -2.96834 -2.30647 1.25104  -0.002
Ca1 1.84794 -0.60123 0.73046  1.432
B1 -3.12616 -0.95803 -2.51428  -0.881
O4 -1.75333 -0.49610 -2.83921  0.197
C7 -1.76297 0.80995 -3.03987  -0.383
O5 -0.80440 1.48323 -3.30453  0.121
C8 -3.22889 1.30246 -2.84573  -0.373
O6 -3.60198 2.42849 -2.93884  0.187
O7 -3.96960 0.23974 -2.53689  0.252
O8 -3.59734 -1.99965 -3.44584  0.233
C9 -3.85201 -3.12771 -2.78403  -0.376
O9 -4.22402 -4.16223 -3.23851  0.187
C10 -3.52782 -2.85538 -1.29098  -0.370
O10 -3.55753 -3.60480 -0.35722  0.146
O11 -3.12417 -1.59896 -1.18407  0.195
Li1 1.65662 -1.07316 -3.10253  0.875

* E_HOMO: -12.14 eV
* LUMO level: -0.2552 Ha
* frontier orbital gap: 0.191 Ha
* net charge: +1

***

[6]
3 unconnected molecules or ions with the total composition C10H16BN3O3P2, computed with ωB97M-V with the def2-TZVPD basis set.

Last column: natural (NBO) charge in e.
Atoms and positions in Å:
N1 5.08738 -4.98726 1.34463  -1.097
B1 3.96327 -4.30681 0.79382  0.820
O1 3.92557 -2.92019 0.72836  -0.937
P1 2.42950 -5.39240 0.23784  -0.249
P2 0.98270 -4.86277 1.82415  1.153
O2 -0.40772 -5.12678 0.95316  -1.006
O3 0.92373 -3.25426 1.89531  -0.995
H1 5.74168 -4.36294 1.80057  0.385
H2 5.58061 -5.64438 0.76184  0.406
H3 4.09952 -2.58504 -0.15457  0.506
H4 2.01082 -4.65540 -0.89676  0.003
H5 -0.65950 -6.05382 1.04508  0.495
H6 0.67454 -2.83179 1.06001  0.511
C1 -2.32345 0.17231 -1.19242  -0.164
C2 -1.10817 0.80954 -0.99772  -0.263
C3 0.00722 0.03123 -0.72873  0.037
N2 -0.02486 -1.29743 -0.64337  -0.453
C4 -1.20071 -1.89734 -0.83102  0.028
C5 -2.37263 -1.20987 -1.10877  -0.258
H7 -3.21680 0.74548 -1.40529  0.217
H8 -1.02242 1.88704 -1.06015  0.238
H9 0.97624 0.49313 -0.57502  0.194
H10 -1.20371 -2.97989 -0.75233  0.204
H11 -3.29849 -1.74980 -1.25238  0.220
C6 -2.33412 6.42836 0.60929  -0.167
C7 -2.38564 6.52774 -0.77168  -0.259
C8 -1.72083 5.57454 -1.52873  0.035
N3 -1.03131 4.56519 -1.00158  -0.429
C9 -0.98954 4.48298 0.32703  0.031
C10 -1.62040 5.38311 1.17274  -0.258
H12 -2.84040 7.15215 1.23476  0.219
H13 -2.92876 7.32693 -1.25718  0.221
H14 -1.74009 5.62152 -2.61198  0.194
H15 -0.42167 3.65374 0.73592  0.194
H16 -1.55155 5.26317 2.24520  0.222

* SMILES: NB(O)[PH]#P(O)O.c1ccncc1.c1ccncc1
* E_HOMO: -8.18 eV
* LUMO level: 0.0217 Ha
* frontier orbital gap: 0.322 Ha

***

Asked for calculated total energy across the records above, the calculation gives -10629.02161; -10628.73513; -10627.21702; -10618.26465; -129889.03030; -40498.68346 eV in order.